No. 1
{"formula": "C8H11NO2", "method": "the ωB97M-V functional and the def2-TZVPD basis", "symbols": ["C", "C", "C", "C", "C", "C", "C", "C", "H", "H", "H", "H", "H", "H", "H", "H", "H", "H", "H", "N", "O", "O"], "positions_angstrom": [[-3.30, -0.31, 0.62], [-2.36, 0.02, -0.46], [-0.65, -1.48, -0.18], [0.65, -1.81, -0.01], [1.66, -0.80, -0.09], [1.22, 0.58, 0.20], [-0.08, 0.91, 0.05], [-0.37, 2.36, -0.23], [-4.28, 0.02, 0.15], [-3.38, -1.73, 0.44], [-3.05, 0.03, 1.86], [-2.54, 1.06, -0.69], [-2.66, -0.72, -1.23], [-1.46, -2.19, -0.38], [0.78, -2.89, -0.40], [2.94, 0.17, 0.75], [-1.53, 2.90, 0.16], [0.43, 2.98, 0.16], [-0.65, 2.98, -1.31], [-1.00, -0.24, -0.04], [2.83, -0.99, -0.05], [2.39, 1.27, 0.23]], "total_energy_ev": -14052.7791, "total_charge": 0, "spin_multiplicity": 1, "de_lowest_ev": 7.3049, "orbital_gap_ev": 8.786}


No. 2
{"formula": "C50H48F5N3P2S2SeSn", "method": "the ωB97M-V functional and the def2-TZVPD basis", "symbols": ["Sn", "C", "C", "C", "P", "C", "C", "C", "C", "C", "C", "C", "C", "C", "N", "C", "C", "C", "C", "C", "C", "P", "C", "C", "C", "C", "C", "C", "H", "H", "H", "H", "H", "H", "H", "H", "H", "H", "H", "H", "H", "H", "H", "H", "H", "H", "H", "H", "H", "H", "H", "H", "H", "H", "H", "H", "H", "H", "H", "H", "H", "H", "H", "H", "S", "C", "C", "C", "C", "C", "C", "N", "C", "C", "C", "C", "C", "C", "C", "C", "N", "C", "C", "C", "C", "C", "S", "C", "H", "H", "H", "H", "H", "H", "H", "H", "H", "H", "H", "H", "F", "C", "C", "F", "C", "F", "C", "Se", "C", "F", "C", "F"], "positions_angstrom": [[16.46, 18.17, 11.43], [18.12, 15.70, 7.64], [16.93, 16.20, 8.51], [15.56, 15.91, 7.85], [17.13, 18.02, 8.97], [16.33, 19.14, 7.71], [17.18, 20.43, 7.49], [14.88, 19.54, 8.11], [18.85, 18.50, 9.14], [19.66, 18.66, 7.93], [20.93, 19.14, 8.03], [21.41, 19.51, 9.30], [20.76, 19.20, 10.45], [19.45, 18.57, 10.43], [18.82, 18.12, 11.60], [19.26, 17.01, 12.29], [20.55, 16.40, 12.08], [20.99, 15.39, 12.90], [20.25, 14.92, 14.02], [19.00, 15.45, 14.24], [18.50, 16.48, 13.44], [17.02, 17.33, 13.85], [15.75, 16.21, 14.77], [14.42, 16.98, 15.04], [15.48, 14.87, 14.06], [17.30, 18.61, 15.19], [18.18, 19.79, 14.73], [17.85, 17.95, 16.44], [17.88, 14.70, 7.18], [19.00, 15.67, 8.29], [18.39, 16.30, 6.79], [17.01, 15.68, 9.50], [15.65, 16.11, 6.79], [14.68, 16.49, 8.25], [15.34, 14.87, 8.12], [16.27, 18.59, 6.74], [17.46, 20.88, 8.48], [16.56, 21.14, 6.92], [18.06, 20.29, 6.92], [14.86, 20.28, 8.93], [14.31, 18.65, 8.40], [14.50, 19.99, 7.17], [19.19, 18.54, 7.02], [21.49, 19.25, 7.11], [22.33, 20.09, 9.34], [21.33, 19.28, 11.39], [21.21, 16.87, 11.36], [21.95, 14.87, 12.66], [20.66, 14.05, 14.49], [18.34, 15.14, 15.09], [16.25, 16.09, 15.75], [14.00, 17.30, 14.09], [14.57, 17.80, 15.76], [13.65, 16.30, 15.44], [14.91, 15.02, 13.15], [14.89, 14.21, 14.73], [16.40, 14.36, 13.82], [16.33, 19.10, 15.42], [17.60, 20.59, 14.26], [18.94, 19.50, 14.01], [18.69, 20.18, 15.59], [18.61, 17.21, 16.22], [17.11, 17.43, 17.04], [18.30, 18.72, 17.06], [9.55, 15.88, 10.55], [9.36, 14.19, 10.69], [10.60, 13.54, 10.77], [11.62, 14.45, 11.06], [11.26, 15.77, 11.01], [12.05, 16.97, 11.27], [13.43, 16.97, 11.26], [14.16, 18.04, 11.53], [13.63, 19.24, 11.85], [12.16, 19.32, 11.95], [11.58, 20.58, 12.18], [12.38, 21.66, 12.37], [13.81, 21.60, 12.39], [14.65, 22.69, 12.61], [16.07, 22.59, 12.39], [16.60, 21.32, 12.15], [15.79, 20.23, 11.83], [14.43, 20.38, 11.93], [16.86, 23.82, 12.45], [16.41, 24.93, 13.15], [17.36, 25.98, 13.21], [18.59, 25.58, 12.60], [18.53, 24.00, 11.92], [11.42, 18.16, 11.71], [8.38, 13.79, 10.53], [10.69, 12.46, 10.55], [12.57, 14.08, 11.36], [13.96, 16.10, 10.89], [10.48, 20.68, 12.29], [11.94, 22.68, 12.55], [14.22, 23.60, 13.04], [17.67, 21.12, 12.09], [15.45, 24.98, 13.68], [17.24, 26.92, 13.70], [19.53, 26.11, 12.59], [10.37, 18.13, 11.87], [14.65, 8.47, 12.32], [15.22, 9.62, 11.96], [14.58, 10.53, 11.08], [13.33, 10.27, 10.62], [15.15, 11.74, 10.76], [14.47, 12.62, 9.99], [16.46, 12.03, 11.16], [17.29, 13.69, 11.13], [17.18, 10.99, 11.75], [18.54, 11.04, 11.84], [16.58, 9.82, 12.20], [17.24, 8.92, 12.93]], "total_energy_ev": -182095.5510, "total_charge": 2, "spin_multiplicity": 1, "de_lowest_ev": 0.9386, "orbital_gap_ev": [5.211, 3.259]}